No. 1
C20H41LuN2OP3 | ωB97M-V with the def2-TZVPD basis set

Charge ... +3
Spin multiplicity ... 1
Relative energy (zero: lowest compared OMol25 entry of this formula, charge and spin) ... 0.0 kJ/mol

Structure (XYZ):
```
68
C20H41LuN2OP3, DFT ωB97M-V with the def2-TZVPD basis set
Lu -0.61 -0.48 0.21
P 1.63 0.65 2.30
P -1.01 2.26 -0.38
P 1.92 -0.58 -0.93
H -1.66 -3.09 1.05
C -0.55 -3.11 0.95
C 0.32 -2.73 1.95
H -0.02 -2.30 2.90
C 1.40 1.00 4.10
C 2.37 2.27 1.90
C 3.21 -0.28 2.50
C -2.41 1.98 -1.56
C -1.72 3.63 0.66
C 0.24 3.30 -1.26
C 2.94 -2.06 -0.54
C 3.35 0.56 -1.10
C 1.55 -0.75 -2.73
H -0.21 -3.72 0.09
H 1.39 -2.94 1.91
H 0.84 0.19 4.58
H 0.87 1.96 4.24
H 2.41 1.08 4.54
H 1.61 3.06 1.99
H 2.79 2.28 0.89
H 3.17 2.43 2.64
H 2.98 -1.31 2.83
H 3.77 0.27 3.27
H 3.78 -0.30 1.56
H -2.80 2.96 -1.87
H -3.22 1.49 -1.00
H -2.11 1.35 -2.41
H -2.07 4.46 0.02
H -0.96 4.02 1.36
H -2.58 3.27 1.25
H -0.22 4.22 -1.64
H 0.66 2.71 -2.09
H 1.04 3.56 -0.56
H 3.42 -2.41 -1.46
H 2.32 -2.85 -0.09
H 3.72 -1.77 0.18
H 3.97 0.18 -1.93
H 3.97 0.56 -0.20
H 3.03 1.58 -1.31
H 2.49 -0.96 -3.27
H 1.13 0.21 -3.09
H 0.81 -1.54 -2.93
C -1.89 -1.88 -2.76
C -2.88 -1.27 -3.52
C -3.10 -1.73 -4.82
C -2.36 -2.76 -5.40
C -1.36 -3.33 -4.62
C -1.17 -2.96 -3.27
O -1.57 -1.21 -1.51
H -2.13 -0.36 -1.47
H -3.46 -0.45 -3.08
H -3.89 -1.25 -5.41
H -2.53 -3.06 -6.44
H -0.72 -4.07 -5.10
H -0.46 -3.49 -2.64
N -2.15 1.15 4.22
C -2.70 -0.14 4.27
C -2.37 -0.73 3.09
N -1.64 0.17 2.29
C -1.51 1.28 3.05
H -2.22 1.86 4.95
H -3.27 -0.50 5.11
H -2.57 -1.75 2.75
H -0.99 2.18 2.78
```

natural (NBO) population analysis, charges in e, atoms 1 to 6: number 1, Lu, carries 1.764; number 2, P, carries 0.793; number 3, P, carries 0.719; number 4, P, carries 0.693; number 5, H, carries 0.250; number 6, C, carries -0.541

---

No. 2
C20H41N7NaO6P2 | ωB97M-V with the def2-TZVPD basis set

Charge ... -1
Spin multiplicity ... 1

Structure (XYZ):
```
77
C20H41N7NaO6P2, DFT ωB97M-V with the def2-TZVPD basis set
Na 9.30 9.99 13.04
C 8.11 7.34 9.52
C 8.25 8.37 10.38
C 8.33 9.81 9.96
O 8.41 10.91 10.64
C 8.34 10.04 8.60
C 8.17 9.05 7.64
C 8.00 7.53 8.11
O 7.80 6.60 7.27
O 8.08 9.29 6.42
O 8.11 8.04 11.63
H 8.06 6.36 9.98
H 8.46 11.05 8.22
O 8.39 8.75 14.97
P 7.56 8.13 16.04
N 6.77 9.12 17.21
C 5.92 8.64 18.29
C 7.13 10.59 17.25
N 8.57 7.12 17.09
C 9.99 7.01 16.84
C 8.01 6.09 17.95
N 6.39 7.10 15.38
C 6.90 5.97 14.63
C 5.25 7.77 14.76
H 6.40 8.61 19.26
H 5.57 7.63 18.09
H 4.99 9.20 18.36
H 7.42 10.89 18.26
H 6.26 11.18 16.97
H 7.91 10.79 16.52
H 10.20 6.55 15.88
H 10.38 8.02 16.81
H 10.58 6.43 17.56
H 7.10 5.65 17.54
H 8.71 5.25 17.99
H 7.77 6.43 18.96
H 7.40 6.35 13.74
H 7.55 5.44 15.34
H 6.22 5.21 14.26
H 5.64 8.44 14.00
H 4.61 8.35 15.43
H 4.62 7.05 14.25
O 9.83 12.11 14.15
P 10.68 12.63 15.21
N 9.87 13.19 16.55
C 10.64 13.37 17.86
C 8.65 14.07 16.45
N 11.60 13.98 14.77
C 11.28 14.78 13.59
C 12.49 14.66 15.78
N 11.87 11.58 15.76
C 11.43 10.33 16.50
C 13.00 11.30 14.86
H 11.55 12.79 17.68
H 10.12 12.95 18.72
H 10.78 14.43 18.04
H 8.30 14.35 17.45
H 7.87 13.57 15.88
H 8.78 14.92 15.78
H 11.93 15.64 13.42
H 11.47 14.15 12.71
H 10.25 15.11 13.57
H 12.07 15.37 16.49
H 12.94 13.90 16.42
H 13.37 15.13 15.33
H 11.74 9.45 15.93
H 11.94 10.33 17.46
H 10.36 10.34 16.70
H 13.84 10.91 15.43
H 13.33 12.23 14.39
H 12.61 10.61 14.11
C 10.46 6.01 13.06
C 11.01 7.36 12.91
N 11.39 8.43 12.80
H 9.82 5.71 12.23
H 9.93 5.92 14.01
H 11.35 5.39 13.10
```

Mulliken population analysis, charges in e, atoms 1 to 6: number 1, Na, carries 0.653; number 2, C, carries -0.620; number 3, C, carries 0.185; number 4, C, carries 0.514; number 5, O, carries -0.835; number 6, C, carries -0.613

---

No. 3
C20H42BrN4O4Si | ωB97M-V with the def2-TZVPD basis set

Charge ... +1
SMILES ... CCCCN(CC(=O)O)/C(N(COC)[C@@H](Br)CC)=[N+](/CCO[Si](C)(C)C)N=C(C)C
Spin multiplicity ... 1

Structure (XYZ):
```
72
C20H42BrN4O4Si, DFT ωB97M-V with the def2-TZVPD basis set
C 2.55 4.22 1.68
C 1.11 4.19 1.12
C 0.31 2.96 1.60
C 0.57 1.70 0.78
N -0.30 1.58 -0.42
C 0.28 2.10 -1.67
C -0.48 3.21 -2.34
O -0.71 3.18 -3.49
O -0.91 4.24 -1.60
C -0.90 0.32 -0.52
N -2.29 0.20 -0.28
C -2.66 0.87 0.95
O -2.00 0.15 1.97
C -2.40 0.61 3.26
C -3.14 0.53 -1.43
Br -3.84 2.39 -1.40
C -2.54 0.17 -2.79
C -3.59 0.49 -3.88
N -0.24 -0.75 -0.76
C -0.83 -2.08 -0.78
C -0.07 -3.01 0.18
O 0.26 -2.30 1.37
Si 1.42 -3.07 2.32
C 3.13 -2.99 1.48
C 1.62 -2.27 4.01
C 1.04 -4.90 2.59
N 1.16 -0.66 -0.94
C 1.62 -1.17 -2.02
C 0.93 -1.25 -3.36
C 2.99 -1.79 -1.95
H 3.10 3.36 1.30
H 3.01 5.15 1.38
H 2.48 4.19 2.76
H 0.61 5.06 1.55
H 1.06 4.33 0.04
H 0.60 2.75 2.64
H -0.74 3.25 1.63
H 0.36 0.83 1.42
H 1.64 1.64 0.55
H 0.48 1.29 -2.36
H 1.26 2.51 -1.41
H -0.98 4.98 -2.23
H -2.35 1.92 1.01
H -3.73 0.76 1.11
H -2.42 1.70 3.28
H -3.37 0.16 3.52
H -1.68 0.23 3.97
H -4.03 -0.08 -1.34
H -1.67 0.78 -3.05
H -2.24 -0.88 -2.82
H -4.61 0.42 -3.51
H -3.44 1.53 -4.15
H -3.42 -0.08 -4.79
H -0.80 -2.55 -1.76
H -1.86 -2.10 -0.44
H 0.87 -3.37 -0.27
H -0.69 -3.86 0.46
H 3.21 -2.00 1.04
H 3.92 -3.14 2.21
H 3.19 -3.79 0.73
H 1.03 -1.35 4.10
H 2.65 -1.98 4.21
H 1.34 -2.94 4.82
H 1.69 -5.30 3.36
H -0.01 -5.07 2.83
H 1.29 -5.44 1.67
H 0.23 -2.08 -3.48
H 0.40 -0.34 -3.65
H 1.70 -1.41 -4.11
H 3.42 -1.76 -2.95
H 3.61 -1.32 -1.20
H 2.80 -2.84 -1.71
```

Mulliken population analysis, charges in e, atoms 1 to 6: number 1, C, carries -1.246; number 2, C, carries -0.545; number 3, C, carries -0.556; number 4, C, carries -0.535; number 5, N, carries 1.230; number 6, C, carries -0.070

---

Energy (computed, a.u.): -3230.1095; -2466.5308; -4170.5100
HOMO energy (computed, eV): -17.30; -2.60; -12.51
LUMO (computed, eV): -9.365; 1.658; -3.437